(1)
Here is an isolated molecule of C2H5NO2S at a distorted geometry from OMol25. Energies are from ωB97M-V with the def2-TZVPD basis set.

Output
* electronic energy: -682.5770 Eh
* frontier orbital gap: 10.607 eV
* net charge: 0
* energy relative to the best compared isomer or geometry (same formula, charge and spin): 39.3 kcal per mole
* highest occupied orbital energy: -9.78 eV

Last column: Löwdin charge in e.
CARTESIAN COORDINATES (ANGSTROEM)
1 H -0.93205 -1.87007 0.52579  0.047
2 H -1.27051 -0.26012 0.55633  -0.009
3 C -0.01430 1.67041 -0.85981  -0.443
4 C -0.66657 -0.94883 0.97137  -0.218
5 O 1.71886 -1.65447 0.38233  -0.496
6 S 1.06453 -0.43731 0.71458  0.948
7 O -0.43308 2.19782 0.13520  0.015
8 H -0.17666 2.08633 -1.86843  0.129
9 H -0.78815 -1.20799 2.03172  0.066
10 N 0.68052 0.48971 -0.89813  -0.105
11 H 0.81740 -0.06548 -1.69094  0.067

---

(2)
Here is a cluster of 2 separate species, C2H8NO in total at a distorted geometry from OMol25. Energies are from ωB97M-V with the def2-TZVPD basis set.

Output
* electronic energy: -210.7032 Eh
* frontier orbital gap: 11.433 eV
* net charge: +1
* energy relative to the best compared isomer or geometry (same formula, charge and spin): 31.3 kcal per mole
* highest occupied orbital energy: -16.48 eV

Last column: Löwdin charge in e.
CARTESIAN COORDINATES (ANGSTROEM)
1 O -1.04119 0.66779 -1.88241  0.000
2 N -0.00007 -0.13857 0.59296  -0.049
3 H -1.31456 -1.22007 1.91287  0.129
4 C 1.30222 0.30550 0.13912  0.008
5 H -1.54007 0.02700 -2.37735  0.067
6 H -1.45113 1.45738 -2.14226  0.042
7 H 1.34063 1.43624 0.34488  0.153
8 H 1.87040 -0.30813 0.86830  0.109
9 H 0.51490 -1.61014 1.86976  0.142
10 H 1.45214 0.10627 -0.87814  0.081
11 H -0.80404 0.20401 0.00911  0.143
12 C -0.32923 -0.92727 1.54317  0.174

---

(3)
Here is a structure of composition C32H30As2IrN9O at a distorted geometry from OMol25. Energies are from ωB97M-V with the def2-TZVPD basis set.

Output
* electronic energy: -6380.8015 Eh
* frontier orbital gap: 5.346 eV
* net charge: +2
* energy relative to the best compared isomer or geometry (same formula, charge and spin): 82.0 kcal per mole
* highest occupied orbital energy: -12.72 eV

Last column: Löwdin charge in e.
CARTESIAN COORDINATES (ANGSTROEM)
1 N 1.44757 -0.53474 0.07703  -0.039
2 C 0.60489 -0.60768 2.26718  -0.191
3 H 8.52742 -2.14441 -0.11448  0.122
4 H 1.06799 2.36145 2.40167  0.036
5 H 7.41652 -2.33082 3.82832  0.122
6 C 0.08195 2.75931 2.16210  -0.245
7 C 3.67785 -1.04832 -0.54305  0.091
8 N -0.56398 -2.65444 -0.34318  0.052
9 N -0.41134 -0.55576 4.41794  0.137
10 H -1.16109 -1.23304 -3.48973  0.100
11 N -0.60126 -0.46566 1.67140  -0.045
12 H 3.63036 -0.63199 -3.42098  0.135
13 H -0.02036 4.82333 -0.03291  0.051
14 C -4.42394 2.43384 -0.79081  -0.071
15 C -3.16185 -4.85926 0.79687  -0.233
16 H -0.65037 2.33038 2.84426  0.034
17 C -1.57297 -3.16653 -0.02329  -0.141
18 C -0.09055 -1.08186 -3.48011  -0.096
19 C -3.62975 0.29636 -3.11495  -0.248
20 C 0.67776 -1.18728 -4.62662  -0.046
21 C 7.10749 -2.14647 2.80719  -0.100
22 C -2.84687 -3.57231 0.32019  -0.187
23 C -3.87428 -2.54390 0.21288  -0.533
24 O -3.60263 -1.35345 -0.04243  -0.096
25 C 0.66793 -0.62344 3.66150  -0.032
26 H 4.39135 -1.17487 -1.34114  0.114
27 N 8.03766 -2.25713 1.87521  0.091
28 C 2.37258 -0.74804 -0.87715  -0.169
29 C 1.82457 -0.74825 -2.23133  -0.151
30 C -3.06723 2.14522 -0.72660  -0.425
31 H -4.16727 1.16745 -3.49218  0.048
32 C 0.39673 3.94985 -0.53209  -0.236
33 H -4.60701 4.73118 1.68969  0.122
34 C 1.74987 -0.75251 1.36813  -0.181
35 N -3.46685 -5.88225 1.23004  0.167
36 N 0.47361 -0.82327 -2.30115  -0.074
37 H -2.63405 -0.24440 1.93152  0.115
38 H 6.26175 -1.53581 -0.83675  0.104
39 C -4.18161 4.00254 1.01366  -0.042
40 C 4.05031 -1.22755 0.79507  -0.078
41 C 7.72776 -2.04335 0.60821  -0.100
42 H -2.46712 -0.40518 4.45148  0.133
43 H 0.17183 4.00347 -1.59373  0.020
44 C -2.82974 3.70279 1.08926  -0.091
45 C 6.44164 -1.70084 0.21486  0.004
46 C 3.03149 -1.09901 1.74760  0.091
47 H -5.87910 -2.25142 0.38047  0.121
48 H -4.31414 -0.36659 -2.59046  0.038
49 H 0.11281 3.83998 2.29074  0.049
50 N -5.14249 -2.93391 0.41678  0.195
51 H -0.22926 2.20883 -2.87496  0.005
52 C -1.26822 2.07832 -3.17766  -0.257
53 C 5.43392 -1.57751 1.17410  -0.158
54 H -5.37535 -3.88144 0.66896  0.108
55 C -2.26813 2.77035 0.22445  -0.426
56 C -1.68314 -0.36630 2.43609  -0.069
57 H -6.03379 3.59846 0.01357  0.123
58 N 1.98970 -0.98444 -4.59133  0.136
59 H -1.75462 3.05238 -3.21566  0.053
60 H 1.47803 3.93894 -0.39730  0.043
61 H 0.24226 -1.43841 -5.58407  0.134
62 H 1.61609 -0.69559 4.17978  0.132
63 C -1.58971 -0.43841 3.82015  -0.047
64 As -2.21443 0.90147 -1.92632  1.061
65 H -1.28264 1.65150 -4.18038  0.038
66 C 5.79597 -1.80670 2.50300  0.005
67 H 3.22430 -1.28843 2.79137  0.113
68 H -5.05442 1.93848 -1.51728  0.104
69 Ir -0.49396 -0.44761 -0.50285  1.092
70 H -3.20635 -0.23205 -3.96859  0.032
71 C -4.97955 3.36614 0.07462  -0.036
72 H 5.08953 -1.72996 3.31632  0.105
73 H -2.20971 4.19830 1.82639  0.103
74 As -0.36741 2.35110 0.30228  1.189
75 C 2.55708 -0.77879 -3.42080  -0.022

---

(4)
Here is a structure of composition C41H44F3N3ORuS3Si at a distorted geometry from OMol25. Energies are from ωB97M-V with the def2-TZVPD basis set.

Output
* electronic energy: -3706.9198 Eh
* frontier orbital gap (alpha / beta): 6.331 / 5.618 eV
* net charge: 0
* energy relative to the best compared isomer or geometry (same formula, charge and spin): 0.0 kcal per mole
* highest occupied orbital energy (alpha / beta): -7.63 / -7.60 eV

Last column: Löwdin charge in e.
CARTESIAN COORDINATES (ANGSTROEM)
1 C 3.59056 2.12812 0.50822  -0.028
2 H -0.66594 -4.94678 -0.05801  0.083
3 Ru 0.23674 -0.27825 0.04236  1.247
4 F 1.73535 -3.73928 4.04181  0.139
5 C -4.05566 3.31792 -0.15418  -0.088
6 H 4.79492 -0.23356 -0.12012  0.096
7 C 4.15923 -0.56636 -0.92110  0.009
8 C -3.61624 -1.92927 -2.05859  -0.589
9 H 2.90470 2.82303 0.02280  0.074
10 H 6.63312 -1.84150 -1.20660  0.084
11 N 2.04833 0.21482 0.19332  -0.107
12 C 2.01445 -0.93537 -1.91624  -0.096
13 C -0.27743 -4.85672 -3.88220  -0.107
14 C -3.27108 -2.86984 1.72676  -0.093
15 H 2.25860 2.62147 2.54391  0.095
16 N -0.17436 -0.46621 2.01637  -0.100
17 C 3.98844 -1.55030 -3.09799  0.014
18 C -3.41288 -4.84701 0.39596  -0.096
19 H -5.73820 3.02771 1.13693  0.103
20 C -2.98937 1.03454 1.06493  -0.074
21 H -0.96587 1.31831 2.65527  0.119
22 S 0.94394 -2.42906 0.89522  0.810
23 H 1.34294 1.16470 2.86418  0.060
24 C -4.02583 -5.51426 1.44944  -0.081
25 O -1.44824 -1.27709 -0.33447  -0.470
26 H 0.90886 -6.63095 -3.64971  0.100
27 H 0.66547 -6.65577 -1.18163  0.103
28 C -0.04048 -2.27509 3.55108  -0.108
29 C -4.33534 -3.07439 -2.78786  -0.084
30 C -1.00987 -3.86828 -3.23356  -0.123
31 H -4.46704 4.18840 -0.64856  0.108
32 C 2.77021 -0.41315 -0.85476  -0.310
33 F -0.15694 -4.10384 5.02739  0.136
34 C -1.16205 -3.84957 -1.84337  -0.203
35 N -0.95467 1.40387 -0.35227  -0.152
36 H -0.18740 -4.83739 -4.96166  0.106
37 H -4.06625 -3.00344 3.71731  0.099
38 C 0.39793 -3.67696 3.87749  -0.596
39 H -2.98290 -1.83247 1.84681  0.077
40 C -2.80846 2.82986 -0.51469  -0.473
41 H -5.16126 -2.66870 -3.38439  0.084
42 F 0.07513 -4.55618 2.92416  0.138
43 H 4.15435 2.66793 1.27102  0.093
44 C -3.05854 -0.90307 -3.05429  -0.076
45 H -2.32885 -1.32547 -3.74747  0.060
46 H -1.45413 0.46744 4.94966  0.114
47 H -4.73433 -5.37571 3.47173  0.099
48 H 6.59932 -1.77504 -2.96882  0.075
49 H -4.76778 -3.78175 -2.07442  0.075
50 H 0.91970 -0.92832 -1.93539  0.073
51 C 0.33727 -5.85919 -3.14913  -0.088
52 H -4.31704 -6.55123 1.33456  0.101
53 H -4.80947 0.98145 2.17293  0.108
54 H 1.07904 -1.11096 -4.52120  0.092
55 H -3.87556 -0.48490 -3.65444  0.087
56 H 1.12506 -2.76196 -3.90668  0.052
57 C -4.26151 -4.85530 2.64818  -0.093
58 H 4.28625 1.77425 -0.24344  0.069
59 C -0.73489 0.30491 2.94689  -0.149
60 H 2.35542 -2.21554 -5.05079  0.082
61 H 0.94317 2.18350 1.44851  0.075
62 H -3.22539 -5.38477 -0.52807  0.104
63 C -4.66849 -1.22127 -1.19654  -0.085
64 H 3.80513 0.72376 3.07298  0.092
65 C -0.99412 -0.17343 4.21241  -0.024
66 C -4.22956 1.52487 1.43756  -0.079
67 C 1.74896 1.78442 2.06717  -0.060
68 H -5.11856 -1.89889 -0.46600  0.081
69 C 4.77090 -1.13425 -2.02741  -0.247
70 C 2.77199 1.02392 1.21570  -0.558
71 C 1.74474 -1.91476 -4.20003  -0.019
72 H -2.64301 0.09441 1.45509  0.063
73 S -1.73785 3.43006 -1.74783  1.023
74 C 6.27141 -1.26883 -2.06209  -0.042
75 C -0.64076 -1.48486 4.50853  0.020
76 S 0.84340 1.99563 -2.22782  0.607
77 C 0.20208 -5.87089 -1.76700  -0.078
78 C -4.76138 2.66649 0.84347  -0.088
79 C -0.57586 2.18214 -1.38179  -1.181
80 H -3.68928 -3.63747 -3.45921  0.063
81 H 6.75398 -0.29017 -2.03057  0.084
82 H -5.47171 -0.84036 -1.83912  0.088
83 H -0.83014 -1.89344 5.49202  0.129
84 C 2.60247 -1.45894 -3.05435  -0.237
85 Si -2.22948 -2.56976 -0.91971  0.490
86 H -4.24464 -0.37392 -0.66203  0.056
87 H 3.01800 -0.73497 2.45810  0.074
88 H -1.46096 -3.09558 -3.83971  0.081
89 C 0.19494 -1.73664 2.28085  -0.621
90 C -3.88485 -3.52675 2.78501  -0.087
91 C -0.54352 -4.88773 -1.13198  -0.126
92 C -3.01636 -3.51164 0.51353  -0.212
93 C -2.24063 1.70867 0.10417  -0.308
94 C 3.59490 0.14655 2.17157  -0.017
95 H 4.54674 -0.19139 1.77289  0.070
96 H 4.46435 -1.96778 -3.97829  0.120
97 H -2.57235 -0.07533 -2.53059  0.068

---

(5)
Here is a cluster of 2 separate species, C4H7N3 in total at a distorted geometry from OMol25. Energies are from ωB97M-V with the def2-TZVPD basis set.

Output
* electronic energy: -320.7260 Eh
* frontier orbital gap: 8.359 eV
* net charge: 0
* energy relative to the best compared isomer or geometry (same formula, charge and spin): 98.7 kcal per mole
* highest occupied orbital energy: -7.66 eV

Last column: Löwdin charge in e.
CARTESIAN COORDINATES (ANGSTROEM)
1 N -1.74952 -3.05061 0.26358  0.143
2 C -0.73116 -0.77026 -0.43083  -0.466
3 N -1.26716 0.37392 0.05998  -0.007
4 H 1.26613 0.29946 1.41432  0.032
5 H -0.06534 1.71149 -0.98948  0.072
6 C 1.55768 0.41614 0.37118  -0.007
7 C -1.30707 -2.01996 -0.03018  -0.158
8 N 0.42486 -0.59427 -1.03528  0.073
9 H 2.02231 1.37578 0.16274  0.023
10 H 2.26211 -0.38130 0.10783  0.026
11 H -0.83339 2.32973 0.58184  0.082
12 H 0.88424 -1.48315 -1.23042  0.089
13 H -1.97878 0.30497 0.77394  0.152
14 C -0.48491 1.48807 -0.01922  -0.054

---

(6)
Here is a cluster of 2 separate species, C5H13N2 in total at a distorted geometry from OMol25. Energies are from ωB97M-V with the def2-TZVPD basis set.

Output
* electronic energy: -307.4691 Eh
* frontier orbital gap: 7.706 eV
* net charge: +1
* energy relative to the best compared isomer or geometry (same formula, charge and spin): 95.7 kcal per mole
* highest occupied orbital energy: -12.52 eV

Last column: Löwdin charge in e.
CARTESIAN COORDINATES (ANGSTROEM)
1 C -2.24742 0.79576 0.48288  -0.131
2 H 3.91781 1.52986 -1.19734  0.116
3 H 1.68855 0.39491 1.80118  0.086
4 C 1.54805 -0.58003 1.36633  -0.017
5 H -3.32870 -0.78390 -0.29166  0.057
6 H -2.11939 -1.47439 0.71497  0.121
7 H -1.48543 1.03996 1.25013  0.055
8 C 2.85985 1.52473 -1.02835  0.168
9 N 2.34945 0.46397 -0.58624  0.085
10 C 1.91759 -0.63846 -0.08424  -0.016
11 N -1.44002 -0.72813 -1.14637  -0.030
12 H -0.90287 -1.52360 -1.25948  0.002
13 H -3.09814 1.25366 1.09281  0.097
14 H -2.00082 1.41377 -0.36775  0.058
15 H 1.73107 -1.48707 -0.75584  0.160
16 C -2.39081 -0.63032 0.03283  -0.277
17 H 2.15526 -1.35561 2.03538  0.154
18 H 2.17187 2.34355 -1.42055  0.155
19 H -1.85403 -0.66817 -2.09869  0.089
20 H 0.52816 -0.89046 1.46000  0.066

---

(7)
Here is a structure of composition C13H14AlF7O4P at a distorted geometry from OMol25. Energies are from ωB97M-V with the def2-TZVPD basis set.

Output
* electronic energy: -2087.7460 Eh
* frontier orbital gap: 8.026 eV
* net charge: -1
* highest occupied orbital energy: -5.00 eV

Last column: Löwdin charge in e.
CARTESIAN COORDINATES (ANGSTROEM)
1 F -1.01324 -0.52354 2.67003  0.118
2 O 0.23815 0.48853 -0.77277  -0.039
3 C -0.89051 -1.89655 0.69840  -0.260
4 H -1.90134 -4.04150 -1.85867  -0.075
5 F 1.13958 -1.21671 4.63715  0.178
6 F -0.74078 -2.65409 2.90794  0.098
7 F 1.64535 -2.72753 2.43773  0.146
8 O -2.00237 -1.35708 -1.35353  -0.188
9 P 0.63771 -2.40787 -3.40065  0.528
10 F 1.32306 0.61535 3.43391  0.170
11 C -0.38363 -1.59420 2.11567  -0.338
12 H -1.14040 1.14374 0.64939  0.129
13 F 2.96892 -0.77136 3.58557  0.151
14 C -1.11351 0.55050 -0.28136  -0.120
15 C 0.71497 1.76621 -0.88753  -0.300
16 O 1.01012 -0.96031 -3.59416  -0.596
17 C 1.62345 -0.67914 3.51707  -0.539
18 H 2.22851 4.24794 0.81706  0.101
19 C 1.33052 2.41606 0.15054  -0.013
20 H -3.23355 -0.92442 1.56878  0.076
21 H 1.47007 1.90795 1.10067  0.110
22 O -0.00329 -2.59411 -0.12910  -0.171
23 H -1.66090 -2.67101 0.90440  0.154
24 C 0.96309 3.72245 -2.25453  -0.089
25 C 1.16772 -1.47495 2.25713  -0.353
26 C 0.54259 2.42876 -2.07762  -0.008
27 C -3.12878 -0.53420 0.55086  0.001
28 H 0.80674 4.21178 -3.20802  0.101
29 C -1.72045 -0.83489 -0.06517  -0.478
30 Al -0.93598 -2.78601 -1.67159  0.165
31 C 1.56828 4.35526 -1.19281  -0.128
32 H -3.91520 -0.89641 -0.10719  0.085
33 H 1.88456 5.38967 -1.30463  0.095
34 H -1.71046 1.11854 -1.00742  0.141
35 H 1.79556 -3.20092 -3.10193  -0.062
36 H 0.11884 -2.89944 -4.64518  -0.068
37 H 0.04495 1.94008 -2.91079  0.130
38 C 1.76228 3.71088 -0.00126  -0.101
39 F 1.75612 -0.92144 1.19703  0.178
40 H -3.24676 0.55400 0.62661  0.074

---

(8)
Here is a structure of composition C6H16MnN2O7P2SSbSe4 at a distorted geometry from OMol25. Energies are from ωB97M-V with the def2-TZVPD basis set.

Output
* electronic energy: -12951.4050 Eh
* frontier orbital gap: 6.092 eV
* net charge: +3
* expectation value of S²: 0.7991
* highest occupied orbital energy: -15.58 eV
* spin multiplicity: 2

Last column: Mulliken spin population.
CARTESIAN COORDINATES (ANGSTROEM)
1 H 1.47673 2.11310 -1.39756  0.002
2 H -3.46767 -0.71400 -1.07517  0.000
3 Se 2.42150 4.11301 11.11766  0.000
4 C -0.01499 -0.17850 -3.25118  -0.002
5 H 0.04987 -5.67758 -2.29569  0.000
6 H 0.37311 1.73864 -3.70578  0.001
7 H -2.52627 -2.84609 -1.83125  0.000
8 H 3.50109 -2.29238 1.62797  0.000
9 C -1.80520 1.80710 -1.07533  0.004
10 H -2.33593 -1.28009 -2.78644  0.000
11 S -1.53768 0.31460 -0.03899  -0.010
12 C -2.50960 -1.09753 -0.65530  0.003
13 H 1.28829 -1.49991 -2.50664  0.002
14 Se -1.95354 5.06917 10.11308  0.000
15 Mn 0.72731 -0.18049 -0.40375  1.025
16 O 0.48758 -4.85171 -2.12350  0.000
17 H 1.94840 1.00275 -3.25546  -0.002
18 N 0.72049 1.48495 -1.64829  -0.007
19 H 0.14860 -0.67946 -4.15822  0.000
20 O 2.38397 -1.09353 -0.48436  0.018
21 P -0.00818 -3.87990 -1.00355  0.002
22 H -1.00007 0.15289 -3.16959  -0.001
23 O 2.81211 -2.89607 1.36695  -0.001
24 H -2.55914 -1.69186 0.25217  0.000
25 O -0.53105 -2.28206 -2.05938  0.013
26 P 1.85854 -2.15402 0.47360  -0.006
27 Se 1.95976 5.18092 7.81232  0.000
28 O 1.44604 -3.37111 -0.61087  0.000
29 O 0.58640 -1.52987 1.05116  -0.008
30 Sb 0.38526 5.00779 9.78508  0.000
31 C -2.03598 -1.88779 -1.85915  -0.001
32 O -1.18203 -4.07135 -0.12485  0.000
33 H -2.34404 1.43049 -2.01873  0.001
34 H -2.45623 2.53063 -0.56255  0.000
35 H -0.60054 3.11579 -2.23460  0.000
36 C -0.48061 2.43038 -1.35672  0.001
37 C 0.85885 1.03396 -3.06268  0.005
38 N 0.41429 -1.12321 -2.14984  -0.042
39 Se 3.57724 5.79247 9.76859  0.000
40 H -0.07668 2.95988 -0.46313  0.000